# 1
56
Properties=species:S:1:pos:R:3:forces:R:3 method="wB97M-V/def2-TZVPD" orbital_gap_ev=9.7 largest_force_ha_per_bohr=0.027 lumo_energy_ev=0.67 smiles="O=C(COC(=O)C1(c2ccccc2F)CCCC1)N1CCN(C(=O)c2ccco2)CC1"
O -0.592957 -4.079383 -0.352267 0.08 -0.40 0.15
C -0.257471 -2.921536 -0.190587 0.34 0.19 -0.03
N -0.935731 -1.889267 -0.729886 -0.23 0.06 -0.18
C -0.611341 -0.489223 -0.530166 0.27 0.50 0.00
C -1.670302 0.396767 -1.177222 0.30 0.22 0.12
N -2.995464 0.012239 -0.746137 0.10 0.06 0.00
C -3.772226 0.952254 -0.147039 0.42 -0.15 -0.29
O -3.382897 2.103368 -0.005432 -0.28 0.16 0.18
C -5.115001 0.584893 0.322148 -0.65 1.07 0.64
C -5.993589 1.423844 0.965320 0.69 -0.41 -0.41
C -7.157046 0.669356 1.213820 -0.01 -0.54 -0.17
C -6.910014 -0.570987 0.705972 -0.57 0.41 0.38
O -5.685669 -0.634899 0.168031 0.23 -0.26 -0.20
H -7.506159 -1.461753 0.668102 0.01 -0.16 -0.05
H -8.051435 1.000123 1.699780 -0.22 0.00 0.09
H -5.805163 2.446736 1.216105 0.12 0.20 0.01
C -3.319540 -1.396481 -0.877394 -0.21 -0.55 -0.09
C -2.141811 -2.154541 -1.486046 -0.26 -0.15 -0.01
H -2.325254 -3.229699 -1.436879 -0.04 0.21 -0.07
H -1.997344 -1.873170 -2.533589 -0.04 -0.07 0.03
H -4.199952 -1.528222 -1.515111 0.12 -0.09 0.09
H -3.545484 -1.818555 0.108251 0.02 -0.04 -0.18
H -1.518323 1.434725 -0.872459 0.06 -0.24 -0.12
H -1.600208 0.341403 -2.268469 0.04 0.06 0.05
H 0.356373 -0.260897 -0.982641 -0.19 0.04 0.10
H -0.556798 -0.265616 0.542204 0.04 0.07 -0.07
C 0.931677 -2.602783 0.712876 -0.20 -0.43 0.57
H 1.462756 -3.545043 0.884207 -0.15 0.19 -0.06
H 0.559734 -2.235193 1.679572 0.04 -0.12 -0.20
O 1.844058 -1.652544 0.176037 -0.03 -0.14 -0.46
C 2.420823 -0.816532 1.046340 0.20 0.16 0.30
O 2.181173 -0.819094 2.225409 -0.02 -0.12 0.04
C 3.341476 0.197562 0.359991 -0.09 -0.06 -0.05
C 2.397264 1.332595 0.015080 -0.03 0.10 -0.31
C 1.971371 1.659182 -1.267556 -0.07 0.21 0.10
C 1.088861 2.697953 -1.514905 0.09 -0.08 -0.07
C 0.584300 3.434194 -0.460756 0.05 -0.07 -0.03
C 0.971546 3.120394 0.831290 -0.02 0.03 0.13
C 1.862728 2.089144 1.058517 -0.08 0.11 -0.14
H 2.146866 1.843509 2.069570 0.05 -0.04 0.12
H 0.574643 3.678070 1.664846 -0.04 0.05 0.09
H -0.113189 4.235437 -0.645535 -0.08 0.08 -0.03
H 0.805649 2.904532 -2.535081 -0.02 0.00 -0.12
F 2.385860 0.953746 -2.346738 -0.03 0.01 0.13
C 4.121489 -0.444938 -0.791997 0.07 -0.23 -0.02
H 3.510842 -1.114434 -1.392573 0.04 0.12 -0.08
C 5.257784 -1.156516 -0.068462 0.06 0.15 -0.08
H 6.056275 -1.461507 -0.742675 0.00 -0.11 0.00
C 5.717466 -0.116699 0.953159 0.06 -0.12 0.04
H 6.207464 -0.573733 1.811112 0.08 0.05 0.02
H 6.426423 0.567291 0.485092 0.05 -0.01 0.01
C 4.441413 0.638792 1.356584 0.05 0.02 0.17
H 4.135736 0.388593 2.371917 0.00 0.13 -0.03
H 4.589576 1.716904 1.301854 -0.06 -0.01 0.01
H 4.876381 -2.044268 0.439489 0.00 -0.11 0.01
H 4.532376 0.333893 -1.435086 -0.03 0.02 -0.01

***

# 2
18
Properties=species:S:1:pos:R:3:forces:R:3 method="wB97M-V/def2-TZVPD" orbital_gap_ev=11.4 charge=+1 largest_force_ha_per_bohr=0.157 lumo_energy_ev=-2.91
C 0.001718 1.809282 0.193819 0.34 -1.93 0.77
C 0.810030 1.755322 1.260753 -0.69 -0.20 0.37
N -0.366134 0.395091 -0.135398 1.96 1.24 -3.62
H -0.437022 2.555389 -0.514800 0.96 -0.46 1.17
H 1.232976 2.641243 1.639898 0.43 1.00 0.46
H 1.042411 0.819957 1.926686 -0.56 1.65 -1.89
H -0.798672 -0.042663 0.603117 -1.19 -1.60 2.04
H -0.935232 0.223214 -0.970329 -0.62 0.41 0.41
H 0.514506 -0.104975 -0.425961 -0.49 0.53 0.73
H -2.200508 -1.288083 -2.363178 0.16 2.01 2.67
H -2.960289 -1.253004 -1.152563 -5.57 -3.36 3.15
O -2.289774 -0.781669 -1.437657 5.00 1.05 -6.27
H -0.514614 -3.068181 1.022843 -0.13 2.10 0.33
H -0.383930 -2.063476 2.159848 0.26 0.02 1.82
O -0.545166 -2.080415 1.241059 -0.11 -2.13 -2.02
H 2.811550 -0.282882 -0.380206 0.18 0.22 -0.41
H 2.723026 0.438722 -1.741802 1.11 0.08 -1.70
O 2.295124 0.327135 -0.926134 -1.03 -0.62 1.99

***

# 3
15
Properties=species:S:1:pos:R:3:forces:R:3 method="wB97M-V/def2-TZVPD" orbital_gap_ev="5.9 / 5.9" s2=0.75 charge=+3 largest_force_ha_per_bohr=0.054 lumo_energy_ev="-17.54 / -17.53" spin_multiplicity=2
Li 3.680406 1.494587 0.303839 0.37 -0.25 -0.29
Zn 0.937022 3.651651 0.599443 0.38 -1.44 -1.18
F 1.666957 1.999286 -0.228909 -0.25 2.23 1.64
C -0.381080 -0.403145 1.215101 0.70 1.29 1.94
C -0.382075 -1.145811 -0.089177 1.08 -1.24 0.14
C -1.328548 -0.498130 -1.086095 -0.10 0.15 -2.22
O 0.917142 -1.033092 -0.642853 -1.44 -1.41 0.66
H 0.426781 -0.801604 1.828855 -0.19 -0.38 0.14
H -1.317254 -0.457391 1.770738 -0.22 -0.39 -0.40
H -0.141491 0.657789 1.143643 -0.14 0.29 -0.45
H -0.626058 -2.184029 0.135943 0.38 -0.17 -0.59
H -1.076516 0.543342 -1.285863 -0.49 0.22 0.44
H -2.368757 -0.735158 -0.862716 0.01 0.33 0.58
H -1.102740 -0.989801 -2.032330 -0.18 -0.21 -0.11
H 1.096213 -0.098494 -0.769618 0.09 0.98 -0.31

***

# 4
13
Properties=species:S:1:pos:R:3:forces:R:3 method="wB97M-V/def2-TZVPD" orbital_gap_ev=8.0 charge=-1 largest_force_ha_per_bohr=0.088 lumo_energy_ev=3.43
C 0.335322 -2.213379 1.804621 1.01 -1.81 -0.13
C -0.445806 1.391637 -0.470302 0.78 -1.92 0.48
C 1.008247 1.208673 -0.436023 -0.27 2.72 -0.41
O 1.244679 -2.807786 1.383159 0.02 0.66 -0.17
O -0.578779 -1.827876 2.380493 -0.96 1.05 0.60
O -2.542805 -0.073758 -0.179712 1.06 -0.25 -0.39
O -0.395113 -1.293153 -0.311125 0.79 -0.52 -0.06
F 1.487088 0.719977 0.707701 0.77 -1.32 1.10
F 1.671236 2.405120 -0.523757 -0.11 1.02 0.03
F 1.531531 0.528861 -1.453830 0.13 -1.23 -0.28
F -1.187402 -0.131342 -2.313213 -0.39 -0.90 1.42
S -1.141489 -0.110590 -0.565543 -2.97 2.56 -2.31
H -0.986708 2.203613 -0.022470 0.12 -0.06 0.12

***

# 5
12
Properties=species:S:1:pos:R:3:forces:R:3 method="wB97M-V/def2-TZVPD" orbital_gap_ev="7.0 / 7.0" largest_force_ha_per_bohr=0.065 lumo_energy_ev="-1.29 / -1.29"
C -0.111508 -0.855620 1.226689 1.83 -1.34 2.30
C -1.297224 -0.769020 0.636847 -3.03 0.88 -1.01
C 1.010948 -0.078912 0.861158 2.74 -1.93 0.08
C -1.516853 0.176032 -0.319597 1.02 -0.24 -0.39
C 0.645617 0.687717 -0.179507 0.05 1.73 -2.09
N -0.474082 0.863274 -0.716316 1.74 1.33 -0.72
O 2.401959 1.751217 -1.575691 -1.27 -0.62 3.03
Cl 2.008631 1.220224 -3.009645 -0.49 -0.48 -1.59
H -0.182270 -1.604326 2.018953 1.28 0.15 0.03
H -2.200388 -1.309599 0.837180 0.15 -0.78 0.81
H 2.146206 -0.340739 1.032366 -2.67 0.82 0.32
H -2.431036 0.259754 -0.812437 -1.34 0.48 -0.79

***

# 6
36
Properties=species:S:1:pos:R:3:forces:R:3 method="wB97M-V/def2-TZVPD" orbital_gap_ev=9.7 largest_force_ha_per_bohr=0.058 lumo_energy_ev=-0.38 smiles=O.O.O.O.O.O.O.O.O.O.O.O
O -0.166691 0.493987 0.252800 0.10 0.24 -0.75
H 0.415035 -0.016891 -0.349811 -0.16 0.34 0.55
H -0.348794 -0.070129 1.011328 0.06 -0.10 -0.11
O 1.722361 -1.194708 -0.975500 0.58 1.57 -1.40
H 1.523684 -1.925281 -0.426345 -0.25 -1.84 1.46
H 2.684833 -1.139321 -0.965893 -0.10 0.04 0.07
O -1.083404 1.218049 3.423218 -0.36 2.02 0.24
H -0.691096 0.388495 3.289891 0.77 -1.48 -0.29
H -0.403594 1.866187 3.160323 -0.50 -0.25 0.05
O 2.381547 0.944589 1.330888 2.76 0.14 0.86
H 2.689578 1.437377 0.564659 0.27 0.17 0.14
H 1.503277 0.854360 1.073561 -2.91 -0.28 -0.54
O -3.432125 1.859081 0.132663 -0.79 0.19 0.02
H -2.988637 1.086943 -0.233815 0.25 -0.30 -0.18
H -4.317054 1.750587 -0.243319 0.15 0.24 0.20
O 0.080062 -1.265417 2.155898 1.72 0.51 1.34
H 0.673158 -1.048090 2.934763 -0.86 -0.52 -1.30
H -0.718984 -1.635978 2.492391 -1.03 -0.47 0.76
O 1.937443 2.073269 -1.198795 0.67 -0.21 -0.43
H 2.272060 2.983703 -1.102941 -0.01 -0.61 -0.27
H 2.621386 1.523040 -1.642465 -0.52 0.99 0.31
O 1.165760 -3.344746 0.819301 0.37 -0.23 -0.34
H 0.616150 -2.709451 1.274355 -0.09 0.48 0.50
H 0.594856 -4.103080 0.695737 0.01 -0.34 -0.38
O 0.159803 -3.304154 -2.196628 -1.01 -1.62 -0.57
H -0.697402 -3.036494 -2.543806 0.08 0.04 -0.11
H 0.530026 -2.529271 -1.835882 0.74 1.47 0.35
O -0.186574 0.059100 -2.933242 0.73 0.01 0.20
H 0.686235 -0.142060 -2.531693 -0.67 0.36 -0.49
H -0.174145 0.985904 -3.219780 0.19 -0.39 0.24
O -0.943041 3.257356 0.638000 0.04 0.16 2.88
H -0.960498 2.313010 0.538545 0.01 -0.52 -0.59
H -0.818614 3.684170 -0.166958 0.20 0.63 -2.20
O -2.373229 -0.250463 -1.232248 -2.54 -0.65 -0.36
H -2.466960 -1.097928 -0.795896 0.26 -0.04 0.07
H -1.486414 0.034255 -1.193305 1.83 0.26 0.07

***

# 7
9
Properties=species:S:1:pos:R:3:forces:R:3 method="wB97M-V/def2-TZVPD" orbital_gap_ev="7.7 / 7.0" largest_force_ha_per_bohr=0.046 lumo_energy_ev="-1.24 / -1.73"
C 1.882986 -0.541594 0.241936 0.78 -0.67 -0.90
C -0.541093 0.427264 -0.306798 1.87 0.32 0.76
O 4.504037 -0.209714 -0.312227 -0.48 0.01 0.29
O 1.554629 -1.787945 -0.121985 1.28 1.90 0.61
S 3.265221 0.427050 0.208825 -1.22 -1.14 -0.26
Cl -1.209763 -1.059566 0.052412 -1.33 -0.97 0.26
H -0.352511 0.531347 -1.379831 0.10 0.55 0.63
H 0.059788 0.805071 0.566105 -0.89 0.35 -1.32
H 0.592296 -1.873405 0.042947 -0.12 -0.36 -0.05

***

# 8
27
Properties=species:S:1:pos:R:3:forces:R:3 method="wB97M-V/def2-TZVPD" orbital_gap_ev=8.3 charge=-1 largest_force_ha_per_bohr=0.117 lumo_energy_ev=3.12 smiles="CC(=O)OCCCCCOS(=O)(=O)[O-]"
C 1.569552 -2.905824 -0.056815 -1.24 0.73 0.30
C 2.742800 -1.903099 0.140587 0.90 -0.61 0.13
O 3.727408 -2.286941 0.724989 -0.27 0.12 -0.31
O 2.778261 -0.611930 -0.342325 -1.20 -0.78 0.07
C 1.468074 -0.001141 -0.427667 -1.06 1.06 0.23
C 1.510364 1.570963 -0.220952 0.62 -0.87 0.86
C 0.323538 2.006045 0.718362 0.38 0.94 -0.59
C -1.046497 2.210890 -0.012089 -0.52 -0.81 1.01
C -1.627587 0.920493 -0.678112 -0.83 0.66 -0.57
O -1.579293 -0.233942 0.181046 -0.23 -0.24 -0.17
S -3.068607 -0.925621 0.391820 -5.58 0.47 2.21
O -2.948435 -2.171082 1.164264 1.58 1.45 -0.68
O -3.713517 -1.196463 -0.912747 1.80 0.86 0.64
O -3.890064 0.126962 1.181789 2.79 -2.04 -2.10
H 0.560358 -2.417710 -0.148744 0.99 -0.35 -0.01
H 1.678453 -3.558675 -0.956911 0.33 0.61 0.75
H 1.508309 -3.526558 0.875190 0.33 0.47 -1.01
H 0.959569 -0.226514 -1.398537 0.50 -0.15 0.79
H 0.861432 -0.393953 0.429096 0.35 0.28 -1.04
H 2.473247 1.779300 0.326474 -0.83 -0.15 -0.54
H 1.549072 2.140802 -1.179621 -0.19 -0.47 0.65
H 0.600266 2.999160 1.176833 -0.25 -0.92 -0.36
H 0.245360 1.272623 1.563746 -0.15 0.63 -0.83
H -1.787730 2.516441 0.780962 0.61 -0.32 -0.75
H -1.053044 3.040233 -0.764754 0.36 -0.72 0.48
H -2.708808 1.120745 -0.907725 1.01 -0.10 0.04
H -1.132481 0.654794 -1.648159 -0.19 0.26 0.80